Record 1
The following is a DFT calculation (ωB97M-V/def2-TZVPD) of C20H28AuN6P2S2 as an isolated structure.

Cartesian coordinates (Å):
1 Au 0.452 -1.690 0.233
2 S 0.601 -2.069 2.520
3 C -0.356 -3.535 2.674
4 C -0.323 -4.118 3.975
5 N -0.254 -4.575 5.027
6 C -1.088 -4.046 1.668
7 S -1.141 -3.369 0.051
8 C -1.908 -5.202 1.836
9 N -2.558 -6.144 1.937
10 C 1.372 -2.561 -2.999
11 P 0.518 -1.290 -2.041
12 C -1.093 -1.142 -2.840
13 C 1.445 0.267 -2.200
14 C 1.306 1.095 -3.305
15 C 1.970 2.316 -3.349
16 C 2.778 2.707 -2.295
17 C 2.941 1.877 -1.193
18 C 2.281 0.657 -1.137
19 P 2.416 -0.460 0.289
20 C 3.813 -1.571 0.003
21 C 2.887 0.468 1.759
22 H 1.311 -2.310 -4.060
23 H 0.889 -3.523 -2.826
24 H 2.420 -2.631 -2.715
25 H -0.999 -0.720 -3.840
26 H -1.775 -0.541 -2.244
27 H -1.505 -2.149 -2.927
28 H 0.667 0.813 -4.132
29 H 1.840 2.965 -4.204
30 H 3.280 3.664 -2.324
31 H 3.578 2.197 -0.378
32 H 4.703 -0.994 -0.251
33 H 3.596 -2.279 -0.794
34 H 3.995 -2.134 0.920
35 H 3.882 0.893 1.616
36 H 2.922 -0.227 2.599
37 H 2.177 1.258 1.983
38 C -2.501 0.098 0.856
39 N -3.475 1.113 1.220
40 C -3.036 1.752 2.463
41 N -1.714 2.372 2.313
42 C -0.770 1.337 1.923
43 N -1.146 0.665 0.661
44 C -1.238 1.718 -0.372
45 N -2.197 2.757 -0.033
46 C -3.508 2.125 0.164
47 C -1.788 3.362 1.238
48 H -2.814 -0.392 -0.070
49 H -2.445 -0.660 1.642
50 H -2.993 1.003 3.255
51 H -3.758 2.519 2.746
52 H -0.706 0.585 2.712
53 H 0.211 1.800 1.785
54 H -1.538 1.266 -1.320
55 H -0.249 2.168 -0.499
56 H -3.824 1.657 -0.771
57 H -4.235 2.895 0.428
58 H -2.508 4.133 1.512
59 H -0.809 3.829 1.112

Calculated values
Frontier orbital gap = 0.2484 Ha
Multiplicity = 1
Total charge = +1
Energy = -74070.117 eV

natural (NBO) population analysis, charges in e, atoms 1 to 5:
1 Au 0.8000
2 S -0.1363
3 C -0.2699
4 C 0.2227
5 N -0.2211

***

Record 2
The following is a DFT calculation (ωB97M-V/def2-TZVPD) of C20H28B3I3O4Si as an isolated structure in a non-equilibrium geometry.

Cartesian coordinates (Å):
1 C 6.911 -0.367 2.885
2 C 5.609 0.423 2.798
3 I 4.012 -0.984 3.120
4 C 5.479 1.208 1.495
5 I 5.894 0.060 -0.275
6 B 4.114 1.956 1.254
7 O 4.112 3.347 1.340
8 B 3.253 3.720 2.345
9 C 3.610 4.964 3.255
10 C 2.545 5.406 4.209
11 O 2.709 5.536 5.400
12 I 0.606 5.910 3.372
13 O 2.121 2.978 2.599
14 B 1.898 1.846 1.809
15 Si 0.104 0.939 1.928
16 C -1.264 2.231 1.942
17 C 0.059 0.088 3.640
18 C -0.111 -0.414 0.623
19 O 2.908 1.357 0.993
20 H 6.801 -1.269 2.304
21 H 7.742 0.222 2.521
22 H 7.068 -0.661 3.913
23 H 5.587 1.150 3.601
24 H 6.249 1.967 1.533
25 H 4.518 4.744 3.802
26 H 3.809 5.800 2.587
27 H -1.122 2.842 2.829
28 H -2.236 1.763 2.050
29 H -1.253 2.912 1.102
30 H -0.093 -0.974 3.493
31 H 1.009 0.227 4.138
32 H -0.719 0.495 4.271
33 H 0.821 -0.512 0.075
34 H -0.897 -0.212 -0.092
35 H -0.254 -1.364 1.118
36 C -4.297 -1.543 -0.862
37 C -5.048 -1.754 -2.009
38 C -5.623 -0.678 -2.671
39 C -5.439 0.611 -2.190
40 C -4.684 0.823 -1.045
41 C -4.116 -0.254 -0.379
42 H -3.850 -2.382 -0.344
43 H -5.188 -2.758 -2.385
44 H -6.214 -0.843 -3.563
45 H -5.883 1.450 -2.708
46 H -4.539 1.828 -0.671
47 H -3.531 -0.090 0.516
48 C -1.831 -5.062 -4.773
49 C -2.537 -4.057 -4.128
50 C -3.470 -3.306 -4.827
51 C -3.701 -3.563 -6.171
52 C -2.997 -4.569 -6.816
53 C -2.059 -5.317 -6.118
54 H -1.101 -5.646 -4.228
55 H -2.361 -3.858 -3.078
56 H -4.014 -2.518 -4.326
57 H -4.432 -2.979 -6.716
58 H -3.178 -4.771 -7.864
59 H -1.506 -6.099 -6.622

Calculated values
Frontier orbital gap = 0.3418 Ha
Multiplicity = 1
Total charge = 0
Energy = -63601.074 eV

natural (NBO) population analysis, charges in e, atoms 1 to 5:
1 C -0.6411
2 C -0.2975
3 I 0.0873
4 C -0.7183
5 I 0.1235

***

Record 3
The following is a DFT calculation (ωB97M-V/def2-TZVPD) of C20H28Cl2N2O6Tl as an isolated structure in a non-equilibrium geometry.

Cartesian coordinates (Å):
1 Tl 0.000 0.000 0.000
2 Cl 2.037 -0.046 -1.374
3 N 0.238 2.049 0.018
4 N 0.173 -2.054 0.040
5 C -0.259 2.826 -0.865
6 C -0.319 -2.824 -0.853
7 C 1.191 2.868 0.855
8 C 1.466 4.009 -0.123
9 C 2.457 2.146 1.252
10 C 0.429 3.386 2.070
11 H 2.957 1.723 0.387
12 H 2.233 1.346 1.949
13 H 3.127 2.849 1.747
14 H -0.437 3.973 1.766
15 H 1.083 4.023 2.665
16 H 0.089 2.560 2.683
17 C 1.083 -2.890 0.908
18 C 1.347 -4.052 -0.049
19 C 0.282 -3.368 2.113
20 C 2.365 -2.203 1.317
21 H 2.883 -1.795 0.456
22 H 3.011 -2.925 1.817
23 H 2.159 -1.397 2.013
24 H -0.595 -3.933 1.799
25 H -0.045 -2.525 2.710
26 H 0.904 -4.017 2.729
27 O 0.181 -4.068 -0.922
28 H 1.414 -5.015 0.445
29 H 2.221 -3.881 -0.677
30 O 0.275 4.054 -0.962
31 H 2.316 3.803 -0.774
32 H 1.578 4.976 0.356
33 C -1.402 2.510 -1.735
34 C -1.426 -2.493 -1.763
35 C -1.300 -1.192 -2.509
36 H -2.332 -2.446 -1.150
37 H -1.556 -3.326 -2.441
38 C -1.012 0.008 -1.852
39 C -1.292 1.217 -2.498
40 H -1.543 0.019 0.232
41 C -1.609 1.232 -3.863
42 C -1.716 0.024 -4.533
43 C -1.849 2.504 -4.624
44 C -1.617 -1.190 -3.875
45 H -1.935 0.030 -5.593
46 C -1.866 -2.453 -4.648
47 H -1.987 -2.231 -5.705
48 H -2.772 -2.966 -4.322
49 H -1.042 -3.162 -4.559
50 H -2.755 3.017 -4.298
51 H -1.968 2.292 -5.684
52 H -1.024 3.208 -4.525
53 H -1.560 3.350 -2.399
54 H -2.283 2.449 -1.088
55 O -0.818 -1.154 4.242
56 Cl 0.000 0.000 3.680
57 O -0.641 1.249 4.266
58 O 1.432 -0.108 4.187
59 O 0.000 0.000 2.000

Calculated values
Frontier orbital gap = 0.1991 Ha
Multiplicity = 1
Total charge = -1
Energy = -66186.740 eV

Löwdin population analysis, charges in e, atoms 1 to 5:
1 Tl 0.4263
2 Cl 0.0731
3 N 0.0365
4 N 0.0355
5 C -0.3402

***

Record 4
The following is a DFT calculation (ωB97M-V/def2-TZVPD) of C20H28ClDyF5N2O3Te as an isolated structure in a non-equilibrium geometry.

Cartesian coordinates (Å):
1 Dy 0.094 -1.008 0.959
2 Cl -1.966 0.368 0.441
3 N -0.591 -2.035 -1.274
4 N 0.725 1.227 2.029
5 C -0.478 -1.610 -2.511
6 C 1.093 2.376 1.520
7 C -1.595 -3.144 -1.275
8 C -2.320 -2.917 -2.600
9 C -2.519 -3.066 -0.071
10 C -0.882 -4.491 -1.274
11 H -2.971 -2.070 -0.004
12 H -1.978 -3.267 0.863
13 H -3.295 -3.831 -0.192
14 H -0.268 -4.596 -2.177
15 H -1.633 -5.289 -1.248
16 H -0.236 -4.576 -0.395
17 C 0.283 1.486 3.430
18 C 0.026 2.992 3.411
19 C 1.404 1.146 4.404
20 C -0.956 0.685 3.795
21 H -1.749 0.856 3.055
22 H -1.287 1.007 4.791
23 H -0.741 -0.392 3.834
24 H 2.289 1.757 4.193
25 H 1.672 0.089 4.315
26 H 1.055 1.343 5.424
27 O 0.689 3.453 2.191
28 H 0.471 3.532 4.258
29 H -1.035 3.240 3.314
30 O -1.448 -1.999 -3.337
31 H -3.284 -2.416 -2.473
32 H -2.439 -3.824 -3.207
33 C 0.623 -0.783 -3.092
34 C 1.937 2.617 0.307
35 C 1.250 2.343 -1.017
36 H 2.786 1.928 0.401
37 H 2.304 3.644 0.365
38 C 1.404 1.093 -1.612
39 C 0.609 0.677 -2.684
40 H 2.142 0.408 -1.210
41 C -0.090 1.654 -3.399
42 C -0.078 2.961 -2.916
43 C -0.743 1.317 -4.705
44 C 0.552 3.327 -1.724
45 H -0.556 3.746 -3.512
46 C 0.571 4.754 -1.268
47 H 0.075 5.393 -2.007
48 H 1.607 5.109 -1.162
49 H 0.070 4.891 -0.299
50 H -0.008 0.884 -5.397
51 H -1.146 2.222 -5.172
52 H -1.560 0.594 -4.588
53 H 0.579 -0.899 -4.180
54 H 1.555 -1.235 -2.727
55 F 3.373 -3.914 2.454
56 Te 1.444 -3.237 2.631
57 F 1.405 -2.858 4.540
58 F 1.378 -3.014 0.549
59 F 2.110 -1.274 2.198
60 F 0.558 -4.958 2.517
61 O -0.278 -2.417 2.519

Calculated values
Frontier orbital gap (spin up / spin down) = 0.1868 / 0.1871 Ha
Multiplicity = 6
Total charge = -1
Energy = -87812.006 eV

Löwdin population analysis, charges in e, atoms 1 to 5:
1 Dy 1.2271
2 Cl -0.1011
3 N 0.0449
4 N 0.0449
5 C -0.3342